(1)
Below is a structure of composition C14H27CrN8S, with properties calculated with ωB97M-V with the def2-TZVPD basis set.

XYZ file:
```
51
Properties=species:S:1:pos:R:3:forces:R:3
Cr -0.00488 0.42331 0.15940 0.3 -0.1 0.7
S 2.04980 -0.70248 -0.49781 -0.1 0.0 -0.2
N -0.00109 -0.61326 2.50040 0.1 0.1 0.2
N 0.16070 -0.95690 -2.49862 0.2 0.2 0.6
N 1.20114 1.81985 1.47363 -0.1 -0.1 0.1
N 1.98927 -2.25792 -2.63982 0.2 0.0 0.1
N -2.70050 -0.31609 1.38966 -0.2 0.3 0.1
N -1.43455 1.93615 -0.26130 0.0 0.0 0.0
N -0.81473 -2.17695 0.15587 0.2 -0.2 0.1
N -0.48524 -0.01008 -1.74269 0.1 -0.3 -0.8
C 1.32163 -1.29785 -1.96633 -0.2 -0.1 -0.3
C -3.15469 2.42061 -1.83176 -0.2 0.2 -0.1
C 1.15650 0.04824 3.13124 -0.1 -0.1 -0.1
C -2.89736 3.78435 0.11266 0.1 0.1 0.1
C -3.57588 3.49020 -1.05455 -0.1 0.0 -0.2
C -2.08644 0.27549 -3.59488 -0.1 0.0 0.0
C -1.51010 0.57005 -2.25262 -0.3 0.5 0.2
C -1.83097 2.97685 0.46652 -0.1 0.0 0.1
C -0.74298 -2.75904 1.49553 -0.1 -0.2 -0.1
C 1.10679 1.54594 2.92515 0.0 0.1 -0.2
C -2.07126 1.66946 -1.41691 0.1 -0.4 -0.4
C 0.29791 -2.04742 2.32705 0.1 0.2 -0.1
C -1.21260 -0.45664 3.34208 0.2 0.0 0.1
C -2.37056 0.26550 2.69060 -0.1 0.0 -0.1
H -0.95579 0.08291 4.25875 0.0 0.0 0.0
H -1.72993 -2.68051 1.95773 0.1 -0.1 0.0
H 2.14164 1.60633 1.14970 0.0 0.0 0.0
H -0.02566 -2.47264 -0.40729 -0.1 -0.2 0.1
H -2.11259 1.31732 2.54069 0.0 0.0 -0.1
H -0.49117 -3.82434 1.50965 0.0 0.0 -0.1
H -3.19820 0.25338 3.40800 -0.1 0.0 0.0
H -1.64967 -2.47744 -0.33068 0.0 0.0 0.0
H 1.07109 2.80633 1.27428 0.0 0.0 0.0
H -3.48857 0.17077 0.97741 0.0 0.0 0.0
H -4.41508 4.09624 -1.37094 0.0 0.0 0.0
H 1.90827 2.02620 3.48617 0.1 0.0 0.0
H 0.40054 -2.53891 3.30351 0.0 0.0 0.0
H 2.06832 -0.34276 2.67208 0.0 0.0 0.0
H 1.25668 -2.12241 1.81183 0.0 0.0 0.0
H -3.13065 -0.03514 -3.49974 0.0 0.0 0.0
H -3.17664 4.62048 0.73854 0.0 0.0 0.0
H -1.52475 -0.51452 -4.07808 0.0 0.0 0.0
H 2.94795 -2.44001 -2.40088 0.0 0.0 0.0
H 1.66880 -2.49539 -3.56414 0.0 0.0 0.0
H -1.27754 3.16354 1.37880 0.0 0.0 0.0
H -1.54793 -1.44429 3.66842 0.0 0.0 0.0
H -2.06494 1.16714 -4.22631 0.0 0.0 0.0
H -2.97912 -1.28650 1.48686 0.0 0.1 0.0
H -3.65065 2.17961 -2.76140 0.0 0.0 0.0
H 1.21221 -0.18538 4.20035 0.0 0.0 0.0
H 0.16317 1.94990 3.29661 0.0 0.0 0.0
```
Forces are in eV/Å.

Properties
Frontier orbital gap (alpha / beta), eV: 7.44 / 7.64
Multiplicity: 5
LUMO level (alpha / beta), eV: -3.022 / -3.241
F_max, eV/Å: 0.9
Electronic energy, a.u.: -2430.25469
Total charge: +1

natural (NBO) population analysis, charges in e, atoms 1 to 2: 1.16, -0.36

***

(2)
Below is a structure of composition C63H133N7O13SV in a non-equilibrium geometry, with properties calculated with ωB97M-V with the def2-TZVPD basis set.

XYZ file:
```
218
Properties=species:S:1:pos:R:3:forces:R:3
V 1.07900 0.28700 -0.27678 6.1 -1.1 -1.4
S 3.38871 -1.19674 -0.47678 6.6 -4.5 -0.2
O 1.52562 2.67810 -0.34684 -0.3 0.4 0.3
O -6.14621 -1.43389 2.20558 -0.4 -2.8 4.1
O 3.97698 -1.91241 0.62347 -0.4 -0.4 1.4
O 6.79332 -0.85340 0.99262 0.3 0.1 0.4
O -0.22579 0.27649 0.52025 -3.1 -0.1 2.1
O 2.03569 -1.63437 -0.71511 -5.5 -0.3 -0.5
O 0.81001 0.55281 -1.75480 -1.4 0.5 -2.5
O 4.26387 -1.44896 -1.63117 -1.1 1.1 -0.4
O -3.63119 3.32732 -4.67038 -0.4 1.1 1.0
O 0.73076 -4.02598 -0.98065 -0.3 -0.7 0.1
O 4.16357 -1.09605 -4.39362 0.4 -0.4 -1.3
O -1.14376 -0.86302 3.62457 0.3 0.5 1.6
O 3.21262 0.18548 -0.12101 -1.4 5.2 1.0
N -0.75252 -1.41105 4.90095 1.0 -1.2 1.2
N -0.21141 -4.07971 0.05889 -0.6 1.1 0.7
N -6.22987 -0.73670 1.11703 0.0 2.9 -5.5
N 3.42629 0.08125 -4.47135 0.1 1.0 -0.2
N 7.38888 -0.52362 2.20168 4.3 0.4 2.4
N -3.75692 2.26406 -5.48082 1.2 -3.2 -3.1
N 0.67753 3.42678 0.47423 -1.8 0.7 1.0
C 2.60245 4.72733 1.55575 0.5 1.6 -0.9
C 1.39664 -4.68466 1.80424 1.3 1.0 -0.8
C -3.58866 -0.22039 -5.77652 -0.1 -1.3 -0.6
C 7.26432 0.23333 4.65788 -0.5 -0.2 -1.7
C -2.32337 -4.90408 1.79411 -2.7 -0.5 -0.6
C 1.35794 3.82912 1.69220 1.0 0.2 1.8
C -8.20674 -2.04122 0.17450 1.8 0.8 0.4
C -1.96116 -5.23952 -1.31898 1.3 0.7 0.0
C 0.61417 -0.99070 5.41540 0.2 -1.1 -0.4
C -4.89990 2.32212 -6.41327 -0.5 1.5 0.2
C 2.52131 -0.53254 -6.92971 1.4 -0.7 0.5
C -3.32298 0.94371 -4.83545 -0.5 0.5 -0.4
C 2.29843 -0.06398 -5.42857 -1.5 -1.4 -1.1
C 2.52068 2.37712 -5.86286 0.8 0.9 0.9
C -4.10941 0.74604 -3.57206 -0.7 -0.2 1.2
C -4.93486 -0.17784 -6.47813 0.6 -0.5 -0.5
C 0.14953 -5.05330 1.05277 -1.6 -1.0 1.3
C -6.26419 2.51666 -5.65572 0.6 -0.7 0.2
C 9.48383 -0.46195 3.77473 -2.2 -0.8 1.2
C -7.62305 -0.64212 0.51742 -0.3 1.1 1.1
C -2.98100 -2.31010 5.18259 -0.3 1.1 0.1
C -8.61005 0.12600 1.42154 0.0 -0.5 0.9
C -1.14596 5.19353 0.65714 2.5 0.5 0.2
C 8.84356 -0.98494 2.41111 0.2 1.8 -0.1
C -3.81918 -0.13627 1.28302 0.4 1.0 0.4
C -1.70866 -2.69852 -1.21790 0.4 0.5 -1.1
C -0.38663 5.68100 1.92170 -1.5 -0.8 0.3
C -4.93378 1.08489 -7.28484 -1.4 -0.4 0.6
C -7.56840 0.12766 -0.77805 1.0 0.7 -0.3
C 1.25941 -1.16196 -4.86133 1.6 0.2 0.2
C 0.34559 4.54216 2.58783 -1.1 -0.2 0.4
C -5.39520 1.20259 -0.12673 -1.8 1.0 -0.4
C 8.99391 -2.47044 2.30426 0.1 -1.0 -0.7
C 0.24976 -6.49713 0.53718 1.1 -0.4 -0.4
C -0.11929 4.41607 -0.27528 -2.2 0.9 -1.2
C 9.71680 -0.32375 1.33441 0.1 0.9 -0.6
C 0.70806 5.49405 -1.07594 0.1 -0.9 0.0
C -0.94926 -5.03773 2.18692 1.5 0.4 1.0
C 4.35631 1.27000 -4.44257 1.2 -0.2 0.3
C 5.65683 0.94520 2.79116 -0.7 -1.2 0.9
C -1.08322 3.65576 -1.29649 0.4 -0.5 0.5
C 0.67449 0.48981 5.81320 -0.3 0.7 -0.5
C 5.70670 -1.57022 3.65839 0.3 0.4 -0.1
C 1.58634 1.25548 -5.54184 -0.4 0.7 1.1
C -5.24797 0.41201 1.17508 -1.8 -0.3 -0.5
C 5.56727 1.25210 -5.43588 -0.5 -1.4 0.0
C -1.41598 -2.37705 7.17011 1.3 1.4 -0.4
C -1.82490 0.98904 -4.52942 -0.2 0.2 0.4
C 3.53573 2.50225 -4.72021 -0.6 0.3 0.7
C -2.53688 -3.82705 0.79116 0.6 -1.0 -1.5
C 8.46256 -0.64556 4.95150 0.0 -0.2 -0.9
C -1.88122 -1.51575 5.90987 0.7 0.5 -0.4
C -0.00076 -1.94811 7.76168 -2.1 0.5 -0.7
C 5.01512 1.41027 -3.01280 -0.7 0.0 -0.6
C -4.71319 3.45940 -7.46893 1.1 0.1 -0.3
C 0.99634 -1.92431 6.66126 0.4 0.9 -1.4
C -5.57774 1.39645 2.30024 -0.6 0.0 1.6
C 1.73208 -1.24155 4.30144 -0.7 0.9 0.4
C -1.58407 -3.98471 -0.45175 -1.1 -0.4 0.9
C -2.42130 -0.08486 6.36181 -0.3 -1.6 -0.4
C 6.51266 -0.27637 3.31905 -1.0 0.8 0.8
C -6.91405 1.51552 -0.61643 1.5 -2.3 0.3
C 1.80833 2.55740 2.44108 -1.1 0.3 -0.6
H -0.37113 -7.15831 1.14168 -0.2 -0.2 -0.5
H -0.31869 3.76091 2.95728 -0.5 0.0 -0.3
H -8.96538 -1.94132 -0.60176 -0.1 -0.2 0.3
H 1.30111 4.95119 -1.81195 0.1 0.1 -0.4
H 1.93593 -1.48625 6.99797 0.2 -0.2 0.1
H -8.55812 0.16794 -1.23297 -0.1 0.1 0.1
H -1.51762 6.08573 0.15319 0.0 -0.2 -0.5
H 10.41376 -0.99483 3.97312 -0.1 -0.3 -0.2
H 1.90037 3.38943 -0.87140 1.0 -0.6 -0.9
H 6.32487 -2.26461 4.22740 0.2 0.1 0.1
H 9.55293 0.75357 1.35939 -0.6 0.1 -0.3
H 1.61103 -0.60101 3.42785 -0.6 0.0 -0.1
H -0.85088 -1.53871 3.00871 0.1 -0.2 -0.2
H 0.54418 1.06595 4.89713 -0.1 0.1 -0.2
H 1.42657 6.12253 -0.54977 -0.2 -0.2 0.6
H -5.97091 -2.32589 1.89703 0.3 -0.4 0.4
H -0.89662 -5.95840 2.76803 0.7 0.1 0.2
H 1.60063 -0.88344 -7.39586 -0.2 0.3 0.2
H -2.01585 4.58529 0.90501 0.3 -0.2 0.3
H 5.16365 1.12952 -6.44095 0.3 0.6 -0.3
H -4.20681 1.65841 -2.98369 0.5 0.1 0.2
H 5.68555 0.56839 -2.84003 -0.2 0.0 0.3
H 9.69600 0.58858 3.97344 0.2 0.4 -1.4
H 1.85638 -2.25215 3.91241 -0.2 -0.1 0.5
H -3.57956 -3.93198 0.49130 -0.1 0.5 -0.4
H -2.77525 -0.33569 -6.49287 0.0 0.7 -0.6
H 0.70209 1.33218 -6.17454 0.2 -0.8 -0.5
H 9.98603 -2.76455 1.96178 0.5 0.2 0.5
H 10.79782 -0.32365 1.47394 0.1 -0.8 0.6
H 5.46684 -2.11230 2.74366 -0.4 0.3 -0.1
H -5.90168 1.10361 -7.78573 0.1 0.3 -0.6
H -1.22141 1.23843 -5.40218 -0.3 0.3 0.1
H 1.14460 -1.13063 -3.77784 0.0 0.6 0.0
H 6.22099 0.38597 -5.33305 -0.3 -0.4 0.4
H -1.87939 3.12623 -0.77322 0.2 0.0 0.6
H -5.06428 2.21407 0.10886 1.0 -0.1 -0.4
H -7.30297 -2.49356 -0.23377 -0.3 -0.7 -0.4
H -3.86348 -2.39285 5.81697 0.1 -0.4 0.2
H 4.17338 3.38470 -4.77312 0.2 0.0 -0.4
H 4.99601 1.39685 3.53104 0.2 0.0 0.5
H -3.39380 0.08870 2.26106 -0.1 -0.5 0.3
H -8.16428 0.88021 2.07003 0.2 0.2 -0.4
H -2.73064 -5.08833 -2.07605 -0.5 0.0 0.5
H 0.32621 -2.49646 8.64514 -0.2 -0.5 -0.2
H -4.10189 1.02108 -7.98626 -0.1 0.3 -0.1
H 7.54042 1.27964 4.52701 0.3 0.1 -0.2
H -0.17798 -0.93848 8.13226 0.2 0.3 0.1
H -1.66346 1.68242 -3.70404 0.3 0.2 -0.2
H 1.26599 -3.70985 2.27412 -0.2 -0.2 0.6
H -0.60975 2.85256 -1.86110 0.4 0.2 -0.1
H 1.69306 -2.14864 -5.02418 0.0 -0.1 -0.3
H -1.45782 0.02672 -4.17265 -0.2 -0.2 0.0
H -6.52296 1.64762 -5.05082 0.3 -0.2 0.1
H 1.18978 -3.22622 -0.71363 0.8 0.6 -0.6
H -2.69710 -5.89440 1.53393 -0.5 0.0 -0.6
H 1.73268 -5.48309 2.46581 -0.3 0.2 0.3
H -9.40579 0.57817 0.82956 -0.1 -0.1 0.1
H 2.40734 5.78187 1.75068 -0.7 0.2 0.1
H 0.05726 6.17324 -1.62664 -0.2 -0.3 0.0
H 8.02167 -1.64240 4.95298 0.6 -0.3 0.5
H -7.41165 2.14691 0.11967 -0.1 0.1 -0.2
H -4.79944 0.69025 -0.88218 -0.2 0.4 -0.3
H 1.19572 -2.94890 6.34731 0.0 0.0 -0.4
H -2.63560 -3.27094 4.80101 0.0 0.0 0.2
H 2.07303 2.87389 3.44997 0.9 -0.3 -0.2
H -4.66540 4.53565 -7.30306 -0.7 0.0 1.2
H 4.29127 1.53159 -2.20693 -0.3 -0.7 -0.1
H -1.43713 -3.41092 6.82548 0.0 -0.1 0.5
H -1.02573 -2.67951 -2.06722 0.1 0.0 0.0
H -2.69769 -2.54889 -1.65095 -0.3 -0.2 0.2
H 3.01631 0.14784 -7.62264 -0.2 0.6 0.2
H -3.20599 0.50431 0.64917 0.2 -0.2 -0.3
H 5.57162 2.34196 -2.91099 0.4 0.1 -0.6
H -7.14273 2.62598 -6.29158 0.3 0.5 -0.3
H -6.92078 1.93874 -1.62089 0.3 0.6 0.2
H -0.84588 -4.19236 2.86717 1.1 0.1 0.2
H 8.96771 -0.39220 5.88357 -0.2 -0.2 0.2
H -2.03648 -6.15020 -0.72478 -0.7 0.2 0.0
H -6.15268 3.34305 -4.95377 -0.4 0.3 -0.2
H -6.04868 0.91981 3.15997 -0.2 -0.6 -0.1
H -2.25548 0.63211 5.55771 0.2 0.1 0.3
H -3.69783 3.32845 -7.84308 0.1 -0.4 -0.3
H -1.46508 -1.83297 -0.60179 0.0 0.0 0.2
H -6.92088 -0.39918 -1.47895 0.0 -0.3 -0.2
H 0.27977 -1.13667 -5.33859 0.1 0.3 -0.2
H 2.99518 4.82388 0.54356 0.2 -0.6 -0.2
H 8.74313 -3.02906 3.20602 -0.2 0.0 -0.1
H 2.99807 2.65887 -3.78507 -0.6 0.1 0.1
H -2.10062 -2.12315 7.97937 -0.5 -0.7 -0.2
H -2.38538 -2.88948 1.32605 0.1 0.3 -0.4
H 4.94866 0.56783 2.05347 0.2 0.2 -0.5
H -5.80535 -0.34112 -5.84277 0.1 0.6 0.5
H -2.99736 -4.52260 2.56114 0.2 -0.7 1.0
H 6.27572 2.06590 -5.28123 -0.6 0.5 -0.3
H -1.05906 -5.40864 -1.90694 0.1 0.0 -0.3
H -1.65622 4.27103 -1.99018 0.5 0.6 0.0
H 0.13148 -6.59973 -0.54152 -0.6 0.0 0.2
H -5.39519 3.32158 -8.30797 -0.1 -0.2 0.1
H 1.93190 3.29387 -5.83118 0.1 0.2 -0.5
H -9.03125 -0.57434 2.14281 -0.3 -0.1 0.0
H -3.66066 -0.01951 -2.93909 0.2 0.1 0.1
H 2.23854 -4.46428 1.14793 0.1 -0.4 -0.4
H -4.76788 1.90449 2.82380 0.6 0.0 -0.7
H -4.45297 3.25416 -4.17954 -0.1 0.8 1.0
H -3.49983 -0.15725 6.50187 -0.1 0.0 0.0
H 9.58115 -0.69432 0.31835 -0.4 0.0 0.0
H 6.33726 1.71340 2.42377 -0.1 -0.1 -0.2
H 1.27432 -6.85249 0.64718 0.2 -0.1 0.3
H 1.18168 1.46756 -4.55221 -0.1 0.1 0.3
H -3.63481 -1.17886 1.02399 -0.4 0.2 -0.1
H 8.42241 -2.82634 1.44705 -0.6 0.0 0.2
H -0.10814 0.85468 6.47839 0.0 -0.5 0.1
H 2.69109 -0.86035 4.65227 0.1 -0.4 0.5
H 3.46616 4.61114 2.21043 -0.2 -1.1 0.1
H -8.51922 -2.59685 1.05865 -0.2 0.0 -0.2
H 0.66082 5.02429 3.51318 1.3 -0.5 0.0
H 6.51450 0.26040 5.44853 -0.1 -0.4 0.1
H 6.69806 0.05440 0.69525 -0.5 -0.2 -1.1
H 0.95718 1.89637 2.60437 -0.2 -0.1 -0.3
H -5.14791 0.43757 -3.69235 -0.1 -0.2 -0.5
H -6.29941 2.16533 2.02434 0.1 0.0 -0.3
H 3.06536 2.27160 -6.80110 -0.3 0.0 -0.2
H 4.82035 -1.39260 4.26742 -0.1 0.1 -0.2
H 2.51222 2.04706 1.78367 0.6 -0.1 0.8
H 0.31208 6.51760 1.92114 -0.1 0.2 -1.2
H 1.60573 0.85842 6.24334 0.3 -0.5 0.0
H -3.48758 -1.22173 -5.35797 0.0 0.2 1.2
H -3.32268 -1.70163 4.34525 0.1 -0.1 -0.2
H -2.01786 0.19959 7.33362 0.3 0.3 -0.3
H 3.19427 -1.38878 -6.97549 0.0 -0.3 0.4
H -1.16423 6.01979 2.60628 -0.1 0.1 0.3
H -5.07038 -0.98996 -7.19240 0.5 -0.4 0.0
H 4.18744 -1.33801 -3.46492 -0.3 0.0 1.1
```
Forces are in eV/Å.

Properties
Frontier orbital gap, eV: 7.27
LUMO level, eV: 1.880
F_max, eV/Å: 8.0
Electronic energy, a.u.: -5183.47393
Total charge: -1

Löwdin population analysis, charges in e, atoms 1 to 2: 0.88, 0.19

***

(3)
Below is the molecule HNO6S2 in a non-equilibrium geometry, with properties calculated with ωB97M-V with the def2-TZVPD basis set.

XYZ file:
```
10
Properties=species:S:1:pos:R:3:forces:R:3
S 2.67587 -0.73321 -0.63254 -1.5 2.4 -0.9
S 0.27233 -1.39983 0.72860 -0.2 2.0 -0.3
O -0.79343 -0.18452 0.72163 0.7 0.4 0.7
O 0.21710 -1.87587 -0.61035 0.2 -1.4 -1.1
O 4.42504 0.43956 0.99097 -0.7 0.5 -1.1
O 1.72658 -0.45251 0.68336 -1.0 -0.8 0.7
O 3.24299 1.80677 -0.25856 0.4 -0.7 0.2
O 3.45443 -1.87994 -0.48069 1.5 -2.1 0.7
N 3.60773 0.71754 0.13527 0.9 0.5 0.8
H -0.54595 0.56301 0.12587 -0.1 -0.7 0.3
```
Forces are in eV/Å.

Properties
Frontier orbital gap, eV: 10.22
LUMO level, eV: -0.524
F_max, eV/Å: 3.0
Electronic energy, a.u.: -1303.01552
Energy above the lowest of the compared OMol25 structures with the same formula, charge and spin, kJ/mol: 7.7

natural (NBO) population analysis, charges in e, atoms 1 to 2: 1.61, 1.81